No. 1
A 4-piece molecular cluster, C22H38BFN2O5S overall, computed with wB97M-V/def2-TZVPD.

CARTESIAN COORDINATES (ANGSTROEM)
O -0.11 -1.13 1.45
S 0.95 -0.22 1.69
O 1.32 0.05 3.04
F 2.23 -0.83 1.01
B 0.73 1.44 0.84
C 1.99 2.27 0.54
C 2.18 2.80 -0.74
C 3.30 3.56 -1.01
N 4.25 3.85 -0.12
C 4.06 3.34 1.10
C 2.97 2.57 1.47
C -0.69 1.97 0.52
C -1.29 2.89 1.37
C -2.54 3.37 1.00
C -3.10 2.92 -0.18
N -2.55 2.03 -1.00
C -1.35 1.56 -0.64
H 1.46 2.62 -1.53
H 3.43 3.97 -2.00
H 4.81 3.57 1.84
H 2.91 2.20 2.48
H -0.81 3.23 2.27
H -3.06 4.10 1.61
H -4.07 3.31 -0.48
H -0.89 0.83 -1.30
C 2.16 -6.50 -0.34
C 2.57 -5.85 -1.65
O 1.98 -4.58 -1.87
C 2.29 -3.59 -0.91
C 3.76 -3.26 -0.79
H 1.08 -6.60 -0.28
H 2.61 -7.49 -0.26
H 2.49 -5.92 0.52
H 2.23 -6.47 -2.48
H 3.66 -5.79 -1.73
H 1.87 -3.87 0.06
H 1.75 -2.70 -1.24
H 4.35 -4.12 -0.46
H 3.91 -2.46 -0.07
H 4.16 -2.94 -1.75
C -3.63 6.75 -5.73
C -3.38 6.50 -4.26
O -4.40 5.76 -3.61
C -4.64 4.46 -4.12
C -3.43 3.53 -4.05
H -4.58 7.26 -5.88
H -2.83 7.37 -6.15
H -3.66 5.82 -6.31
H -3.35 7.45 -3.73
H -2.40 6.02 -4.10
H -5.02 4.51 -5.15
H -5.44 4.05 -3.51
H -2.60 3.89 -4.66
H -3.70 2.54 -4.40
H -3.08 3.45 -3.03
C 1.08 -3.85 3.16
C -0.10 -4.78 3.40
O -0.04 -5.49 4.62
C 0.01 -4.70 5.79
C -1.20 -3.80 5.98
H 2.01 -4.40 3.18
H 0.98 -3.37 2.18
H 1.14 -3.06 3.91
H -0.13 -5.54 2.62
H -1.04 -4.22 3.33
H 0.94 -4.12 5.83
H 0.05 -5.42 6.61
H -1.28 -3.05 5.19
H -1.12 -3.26 6.93
H -2.12 -4.38 5.98

Largest force on an atom: 0.0219 Eh/bohr
LUMO: -0.060 hartree
Charge: 0
Spin multiplicity: 1
Structure (SMILES): O=S(=O)(F)B(c1ccncc1)c1cccnc1.CCOCC.CCOCC.CCOCC
Frontier orbital gap: 7.84 eV

---

No. 2
An isolated molecule of C5H7NO, computed with wB97M-V/def2-TZVPD.

CARTESIAN COORDINATES (ANGSTROEM)
C -1.69 -0.35 0.52
C -0.53 0.04 -0.38
C -0.46 1.49 -0.62
N -0.36 2.64 -0.78
C 0.86 -0.65 0.25
O 0.79 -1.78 0.79
C 2.01 -0.09 -0.40
H -1.76 0.29 1.41
H -2.65 -0.32 0.00
H -1.49 -1.38 0.84
H -0.62 -0.45 -1.35
H 2.94 -0.65 -0.57
H 0.99 0.28 1.02
H 1.98 0.94 -0.74

Largest force on an atom: 0.0228 Eh/bohr
LUMO (spin up / spin down): -0.061 / -0.061 hartree
Charge: 0
Spin multiplicity: 1
Energy above the lowest of the compared OMol25 structures with the same formula, charge and spin: 422.6 kJ/mol
Frontier orbital gap (spin up / spin down): 7.93 / 7.94 eV

---

No. 3
An isolated molecule of C4H4F2S2, computed with wB97M-V/def2-TZVPD.

CARTESIAN COORDINATES (ANGSTROEM)
C 1.59 -0.40 -0.52
C 0.31 -0.02 -0.18
C -0.26 -0.35 1.17
S 0.61 0.08 2.48
S -1.82 -1.16 1.20
C -0.46 0.80 -1.15
F -0.93 1.93 -0.58
F -1.48 0.08 -1.64
H 2.04 -0.09 -1.44
H 2.15 -0.98 0.19
H -1.88 -1.02 2.49
H 0.12 1.13 -2.01

Largest force on an atom: 0.0642 Eh/bohr
LUMO: -0.027 hartree
Charge: 0
Spin multiplicity: 1
Structure (SMILES): C=C(C(=S)S)C(F)F
Energy above the lowest of the compared OMol25 structures with the same formula, charge and spin: 43.3 kJ/mol
Frontier orbital gap: 8.18 eV

---

No. 4
C68H57AuFGeN5P3S as an isolated structure, computed with wB97M-V/def2-TZVPD.

CARTESIAN COORDINATES (ANGSTROEM)
Au 0.19 0.19 -0.89
F 0.19 1.48 3.84
Ge 0.23 1.15 2.05
C 1.10 2.87 1.45
C 1.69 3.65 2.44
C 1.97 4.99 2.23
C 1.61 5.59 1.03
C 1.06 4.82 0.02
C 0.85 3.45 0.21
P 0.30 2.50 -1.22
C 1.54 2.69 -2.52
C 1.45 1.79 -3.58
C 2.26 1.93 -4.69
C 3.18 2.97 -4.74
C 3.30 3.84 -3.68
C 2.49 3.70 -2.56
C -1.14 3.38 -1.88
C -2.02 3.96 -0.97
C -3.13 4.65 -1.42
C -3.37 4.75 -2.79
C -2.50 4.15 -3.69
C -1.38 3.47 -3.25
C -1.79 1.72 1.91
C -1.84 3.04 2.34
C -3.03 3.75 2.41
C -4.21 3.13 2.06
C -4.18 1.82 1.65
C -2.99 1.09 1.56
P -3.20 -0.67 1.16
C -4.99 -1.02 1.12
C -5.61 -1.66 2.19
C -6.96 -1.96 2.12
C -7.70 -1.60 1.00
C -7.08 -0.95 -0.06
C -5.73 -0.67 -0.01
C -2.84 -0.85 -0.61
C -2.53 0.24 -1.43
C -2.44 0.06 -2.81
C -2.64 -1.19 -3.36
C -2.94 -2.28 -2.55
C -3.03 -2.11 -1.18
C 1.67 -0.31 2.22
C 1.77 -0.89 3.47
C 2.67 -1.91 3.72
C 3.47 -2.38 2.69
C 3.44 -1.76 1.46
C 2.57 -0.69 1.22
P 2.70 0.18 -0.36
C 3.95 1.46 -0.14
C 4.62 1.93 -1.28
C 5.56 2.93 -1.16
C 5.83 3.49 0.08
C 5.17 3.02 1.21
C 4.22 2.02 1.11
C 3.44 -0.92 -1.60
C 4.79 -1.29 -1.50
C 5.34 -2.12 -2.45
C 4.59 -2.55 -3.53
C 3.27 -2.15 -3.66
C 2.70 -1.34 -2.69
H 1.89 3.22 3.41
H 2.42 5.58 3.01
H 1.73 6.65 0.89
H 0.75 5.28 -0.92
H 0.71 0.99 -3.54
H 2.18 1.24 -5.51
H 3.79 3.10 -5.62
H 4.02 4.64 -3.71
H 2.61 4.38 -1.73
H -1.84 3.88 0.09
H -3.80 5.11 -0.72
H -4.23 5.29 -3.14
H -2.69 4.23 -4.75
H -0.70 3.03 -3.96
H -0.93 3.55 2.64
H -3.02 4.77 2.75
H -5.15 3.66 2.12
H -5.11 1.33 1.41
H -5.04 -1.92 3.06
H -7.44 -2.47 2.94
H -8.75 -1.83 0.95
H -7.66 -0.64 -0.91
H -5.26 -0.16 -0.85
H -2.50 1.23 -1.01
H -2.24 0.91 -3.44
H -2.60 -1.32 -4.44
H -3.12 -3.24 -2.99
H -3.27 -2.95 -0.54
H 1.14 -0.52 4.27
H 2.73 -2.35 4.70
H 4.14 -3.21 2.86
H 4.09 -2.10 0.68
H 4.40 1.49 -2.25
H 6.08 3.28 -2.03
H 6.55 4.29 0.17
H 5.40 3.44 2.18
H 3.71 1.66 1.99
H 5.39 -0.92 -0.68
H 6.38 -2.42 -2.37
H 5.03 -3.18 -4.29
H 2.70 -2.44 -4.53
H 1.67 -1.00 -2.80
S -1.35 -1.63 2.95
C -1.35 -1.36 4.64
N -2.02 -0.36 5.19
C -1.97 -0.08 6.61
C -0.62 -0.52 7.16
C -0.39 -1.99 6.81
N -0.63 -2.19 5.39
H -2.53 0.26 4.59
H -2.78 -0.60 7.12
H -2.10 1.00 6.74
H -0.60 -0.41 8.24
H 0.17 0.09 6.73
H -1.05 -2.64 7.39
H 0.64 -2.28 7.02
H -0.20 -2.98 4.93
N 0.20 -9.41 -5.57
C 0.27 -8.54 -4.83
C 0.33 -7.42 -3.96
C 0.10 -7.58 -2.59
C 0.12 -6.47 -1.76
C 0.36 -5.21 -2.29
C 0.60 -5.06 -3.66
C 0.58 -6.16 -4.49
N 0.35 -4.07 -1.46
C 0.59 -4.04 -0.11
C 0.43 -2.75 0.29
N 0.12 -1.98 -0.79
C 0.07 -2.81 -1.82
H -0.10 -8.56 -2.18
H -0.08 -6.60 -0.71
H 0.80 -4.08 -4.07
H 0.76 -6.05 -5.54
H 0.89 -4.90 0.45
H 0.51 -2.34 1.27
H -0.18 -2.51 -2.82

Largest force on an atom: 0.0327 Eh/bohr
LUMO (spin up / spin down): -0.273 / -0.339 hartree
Charge: +3
Spin multiplicity: 3
Energy above the lowest of the compared OMol25 structures with the same formula, charge and spin: 0.0 kJ/mol
Frontier orbital gap (spin up / spin down): 6.90 / 5.91 eV

---

No. 5
C30H24IrN2O4PS as an isolated structure, computed with wB97M-V/def2-TZVPD.

CARTESIAN COORDINATES (ANGSTROEM)
Ir 0.28 0.55 -0.81
C 2.32 -3.16 3.28
C 1.12 -2.47 3.20
C 0.68 -2.00 1.97
C 1.43 -2.23 0.82
C 2.64 -2.91 0.91
C 3.08 -3.37 2.14
P 0.83 -1.58 -0.75
C -0.33 -2.81 -1.40
C -1.01 -3.69 -0.56
C -1.94 -4.56 -1.10
C -2.19 -4.57 -2.46
C -1.50 -3.70 -3.30
C -0.57 -2.82 -2.77
C 2.11 -1.22 -1.94
C 3.13 -1.86 -2.63
C 3.87 -1.11 -3.53
C 3.57 0.24 -3.71
C 2.54 0.87 -3.02
C 1.79 0.14 -2.10
H 2.67 -3.52 4.24
H 0.53 -2.29 4.09
H -0.25 -1.44 1.90
H 3.24 -3.07 0.03
H 4.03 -3.90 2.21
H -0.82 -3.69 0.50
H -2.48 -5.25 -0.45
H -2.92 -5.26 -2.88
H -1.69 -3.70 -4.36
H -0.04 -2.14 -3.42
H 3.33 -2.92 -2.49
H 4.67 -1.57 -4.09
H 4.16 0.81 -4.42
H 2.36 1.92 -3.21
O -1.79 5.82 1.56
C -0.83 5.55 0.63
O 0.17 6.20 0.62
C -1.07 4.39 -0.28
C -0.01 3.96 -1.05
C -0.15 2.85 -1.89
C -1.36 2.12 -1.91
S -1.31 0.48 -2.52
C -2.45 2.62 -1.19
C -2.31 3.74 -0.40
H -2.51 5.18 1.49
H 0.92 4.51 -0.99
H 0.63 2.62 -2.60
H -3.38 2.07 -1.21
H -3.19 4.07 0.14
C -3.24 1.74 3.71
N -1.97 1.63 3.01
C -0.79 1.90 3.63
C 0.40 1.76 3.02
C 0.36 1.31 1.67
O 1.38 1.07 0.95
N -0.81 1.09 1.04
C -2.02 1.18 1.67
O -3.09 0.89 1.18
H -3.07 2.19 4.68
H -3.70 0.76 3.83
H -3.93 2.36 3.13
H -0.88 2.23 4.66
H 1.33 1.96 3.52

Largest force on an atom: 0.0102 Eh/bohr
LUMO: -0.003 hartree
Charge: 0
Spin multiplicity: 1
Energy above the lowest of the compared OMol25 structures with the same formula, charge and spin: 0.0 kJ/mol
Frontier orbital gap: 7.49 eV

---

No. 6
A 2-piece molecular cluster, C7H14P overall, computed with wB97M-V/def2-TZVPD.

CARTESIAN COORDINATES (ANGSTROEM)
C 2.11 -0.17 1.33
C 2.02 -0.10 -0.01
C -2.04 -0.63 0.09
C -1.05 1.71 -0.08
C 1.40 -1.20 -0.79
C -2.06 -2.09 0.14
C -0.08 2.80 0.08
P -0.98 0.40 1.05
H 1.48 -0.71 2.02
H 2.89 0.41 1.75
H 2.48 0.73 -0.63
H -2.86 -0.14 -0.51
H -1.56 1.68 -1.01
H 0.97 -0.80 -1.68
H 0.71 -1.86 -0.18
H 2.22 -1.84 -1.08
H -3.06 -2.49 0.29
H -1.26 -2.60 0.79
H -1.92 -2.15 -0.93
H 0.40 2.94 -0.80
H 0.53 2.58 0.92
H -0.75 3.67 0.19

Largest force on an atom: 0.0681 Eh/bohr
LUMO: -0.233 hartree
Charge: +1
Spin multiplicity: 1
Energy above the lowest of the compared OMol25 structures with the same formula, charge and spin: 405.6 kJ/mol
Frontier orbital gap: 6.22 eV

---

No. 7
A 2-piece molecular cluster, C3H10O4 overall, computed with wB97M-V/def2-TZVPD.

CARTESIAN COORDINATES (ANGSTROEM)
C -1.63 -1.05 0.44
O -0.57 -1.23 1.37
C 0.75 -1.57 0.76
O 0.68 -2.93 0.75
H -1.39 -0.29 -0.31
H -2.51 -0.73 0.99
H -1.84 -1.98 -0.09
H 1.52 -1.19 1.45
H 0.85 -1.18 -0.27
H -0.07 -2.98 1.50
C 0.78 2.43 -1.67
O 0.45 1.41 -0.76
O 0.13 2.02 0.50
H 1.66 2.98 -1.34
H 1.01 1.90 -2.60
H -0.07 3.10 -1.84
H 0.24 1.27 1.11

Largest force on an atom: 0.0649 Eh/bohr
LUMO: 0.032 hartree
Charge: 0
Spin multiplicity: 1
Structure (SMILES): COCO.COO
Energy above the lowest of the compared OMol25 structures with the same formula, charge and spin: 485.5 kJ/mol
Frontier orbital gap: 10.72 eV

---

No. 8
An isolated ion of composition C3H6IN2 and charge +1, computed with wB97M-V/def2-TZVPD.

CARTESIAN COORDINATES (ANGSTROEM)
H -0.03 2.97 0.39
N 0.21 2.06 -0.01
C -0.36 0.99 -0.07
C -0.08 -0.35 -0.53
N 1.23 -0.91 -0.16
C -1.18 -0.06 0.53
I -3.30 -0.34 0.02
H -0.51 -0.87 -1.41
H 1.87 -0.18 -0.38
H 1.43 -1.66 -0.74
H 1.51 -1.33 0.83
H -0.79 -0.33 1.52

Largest force on an atom: 0.0627 Eh/bohr
LUMO: -0.160 hartree
Charge: +1
Spin multiplicity: 1
Structure (SMILES): [H]/N=C1/[C@@H]([NH3+])[C@@H]1I
Energy above the lowest of the compared OMol25 structures with the same formula, charge and spin: 291.1 kJ/mol
Frontier orbital gap: 8.85 eV